1.
Here is a cluster of 10 separate species, C48H69Cl2NO9S in total from the Open Molecules 2025 dataset. Energies are from ωB97M-V/def2-TZVPD.

Net charge: 0
LUMO level (eV): -0.13
Orbital gap (eV): 7.1

Geometry (Å):
1 C -0.18330 -5.88669 0.71895
2 C 0.33465 -5.29727 -0.72866
3 Cl 1.84492 -6.02740 -1.51736
4 C -0.34796 -4.17129 -1.48449
5 Cl 0.27864 -3.48884 -3.09225
6 C -1.70306 -3.56458 -0.71347
7 C -3.16674 -4.30641 -0.89127
8 C -4.51369 -3.73679 -0.08063
9 C -4.27888 -2.42275 0.86401
10 C -2.79789 -1.66552 1.03909
11 C -1.46245 -2.24801 0.23556
12 C 0.05533 -1.62079 0.36954
13 C 0.88587 -0.83362 -0.80397
14 C 2.43778 -0.33263 -0.44154
15 C 3.16314 -0.60825 1.02800
16 C 2.31927 -1.37926 2.20840
17 C 0.79564 -1.86583 1.84934
18 S -5.75397 -1.73896 1.83605
19 C -7.24054 -2.41452 0.91110
20 C -8.70707 -1.66205 1.09958
21 C -10.08025 -2.20739 0.31930
22 C -9.90013 -3.53593 -0.65206
23 C -8.41068 -4.27229 -0.83462
24 C -7.04060 -3.72345 -0.04834
25 N -5.78413 -4.52067 -0.27595
26 H -0.96294 -6.78374 0.60487
27 H 0.71668 -6.33676 1.35675
28 H -0.70200 -5.09562 1.41186
29 H -3.20352 -5.24239 -1.60565
30 H -2.63881 -0.73221 1.76036
31 H 0.40804 -0.64694 -1.86220
32 H 3.12507 0.23567 -1.23507
33 H 4.27866 -0.28481 1.27982
34 H 2.74949 -1.63668 3.27310
35 H 0.18542 -2.42662 2.69988
36 H -8.79661 -0.73219 1.81702
37 H -11.14050 -1.68918 0.47864
38 H -10.88492 -3.95050 -1.18564
39 H -8.41580 -5.22716 -1.53247
40 H -5.81717 -4.86258 -1.28031
41 C 5.40648 3.08225 -2.62880
42 C 4.72921 2.88526 -1.29894
43 O 4.46725 1.76045 -0.87613
44 C 4.38485 4.11793 -0.50640
45 H 5.59468 2.10600 -3.08826
46 H 4.76046 3.66243 -3.29242
47 H 6.36262 3.59209 -2.48684
48 H 3.69324 4.74431 -1.07549
49 H 5.29549 4.67403 -0.26990
50 H 3.90072 3.82327 0.43074
51 C 0.60850 1.43588 4.05550
52 C 1.91775 1.51297 4.79439
53 O 2.63796 0.52428 4.92236
54 C 2.31167 2.84672 5.37068
55 H 0.45500 0.41310 3.69503
56 H -0.21310 1.69700 4.72716
57 H 0.62672 2.11057 3.19600
58 H 1.56590 3.17074 6.10100
59 H 2.40572 3.58437 4.56976
60 H 3.27888 2.75239 5.87570
61 C 0.42480 4.18938 -2.39940
62 C 0.81750 5.47077 -1.71394
63 O 1.73820 5.50293 -0.89915
64 C 0.04000 6.71137 -2.06405
65 H 1.07159 3.37773 -2.04945
66 H -0.61124 3.94048 -2.15648
67 H 0.54798 4.29342 -3.48028
68 H -1.01327 6.57485 -1.80617
69 H 0.14596 6.92779 -3.13007
70 H 0.43349 7.55930 -1.49343
71 C 4.58050 9.43846 -1.35853
72 C 3.40227 9.14362 -2.24785
73 O 2.28205 9.58060 -1.98948
74 C 3.64779 8.29335 -3.46560
75 H 4.25452 10.06214 -0.51929
76 H 4.98987 8.50566 -0.96276
77 H 5.34422 9.98088 -1.92138
78 H 4.01563 7.30944 -3.16370
79 H 4.37005 8.78472 -4.12237
80 H 2.70810 8.16343 -4.01290
81 C -9.55600 -9.28786 -1.29523
82 C -8.16005 -8.72486 -1.31504
83 O -7.79723 -7.94808 -2.19683
84 C -7.22516 -9.14914 -0.21406
85 H -10.11796 -8.89463 -2.14912
86 H -9.51836 -10.37730 -1.37308
87 H -10.06397 -8.98925 -0.37486
88 H -7.08365 -10.23248 -0.24373
89 H -7.62930 -8.84440 0.75458
90 H -6.25332 -8.66470 -0.35648
91 C 2.47226 -1.18932 -5.44833
92 C 3.27847 -0.30492 -4.53516
93 O 3.11563 0.91402 -4.51926
94 C 4.29171 -0.96977 -3.64214
95 H 1.78157 -0.57291 -6.03362
96 H 3.13725 -1.71824 -6.13562
97 H 1.89069 -1.90143 -4.85760
98 H 5.03784 -1.48896 -4.24899
99 H 3.79123 -1.67221 -2.97091
100 H 4.79836 -0.20895 -3.03890
101 C -2.28042 -8.57565 -4.11165
102 C -1.85032 -7.31278 -3.41437
103 O -2.67414 -6.49156 -3.01496
104 C -0.37311 -7.09362 -3.22471
105 H -3.37341 -8.59937 -4.17781
106 H -1.86817 -8.60025 -5.12348
107 H -1.94553 -9.44660 -3.54281
108 H 0.12418 -7.05217 -4.19709
109 H 0.04686 -7.89860 -2.61637
110 H -0.21095 -6.14209 -2.70728
111 C 5.51958 2.22435 3.49744
112 C 5.94968 3.48722 4.19472
113 O 5.12586 4.30844 4.59413
114 C 7.42689 3.70638 4.38438
115 H 4.42659 2.20064 3.43128
116 H 5.93183 2.19975 2.48562
117 H 5.85447 1.35340 4.06628
118 H 7.92418 3.74783 3.41200
119 H 7.84686 2.90140 4.99272
120 H 7.58905 4.65791 4.90181
121 C -0.81793 7.26866 5.69973
122 C 0.20510 6.17084 5.81906
123 O -0.10521 5.04932 6.21715
124 C 1.62262 6.49845 5.43242
125 H -1.79627 6.88847 6.01255
126 H -0.54364 8.10423 6.34852
127 H -0.88750 7.60027 4.66075
128 H 2.00570 7.29976 6.06936
129 H 1.66183 6.79583 4.38148
130 H 2.25030 5.61149 5.56937

These are the Mulliken partial charges, in e, on atoms 1 to 5: atom 1 (C): -0.85, atom 2 (C): 0.31, atom 3 (Cl): -0.17, atom 4 (C): -0.33, atom 5 (Cl): -0.06



2.
Here is a structure of composition C12H21BrCl3FeN5O2Si from the Open Molecules 2025 dataset. Energies are from ωB97M-V/def2-TZVPD.

Net charge: +1
Relative energy (zero: lowest compared OMol25 entry of this formula, charge and spin) (kcal per mole): 0.0
LUMO level (alpha / beta) (eV): -3.40 / -3.19
2S+1: 2
Orbital gap (alpha / beta) (eV): 8.8 / 8.6

Geometry (Å):
1 Fe -0.27960 0.11937 -0.19710
2 N -2.13217 0.44090 0.81871
3 C -1.93261 1.41626 1.90810
4 C -0.46872 1.42357 2.31093
5 N 0.43000 1.54935 1.12849
6 C 1.85239 1.45663 1.58845
7 C 2.36439 0.09332 2.01885
8 N 2.68867 -0.78935 0.88983
9 C 0.27495 2.90427 0.52336
10 C 0.46066 2.81101 -0.97160
11 N -0.40710 1.71314 -1.44383
12 H -2.23047 -0.48898 1.21509
13 H -2.98670 0.63065 0.30466
14 H -2.25063 2.39297 1.54890
15 H -2.54785 1.18819 2.77961
16 H -0.28137 2.24561 3.00997
17 H -0.21908 0.48946 2.80922
18 H 2.47807 1.82310 0.77722
19 H 1.95817 2.15343 2.42655
20 H 3.25359 0.28217 2.62335
21 H 1.65018 -0.41173 2.66559
22 H 3.68882 -0.79717 0.72068
23 H 2.42439 -1.74386 1.11393
24 H -0.71607 3.29360 0.74881
25 H 0.99276 3.59707 0.96605
26 H 0.20749 3.75681 -1.45261
27 H 1.48711 2.56527 -1.22784
28 H -1.37649 2.02095 -1.46029
29 H -0.17668 1.45592 -2.40080
30 Br -2.56520 0.07090 -3.07684
31 C -1.86829 -1.51132 -2.32311
32 C -2.21070 -2.70377 -2.93461
33 C -1.80711 -3.89039 -2.34826
34 C -1.10563 -3.84234 -1.15665
35 C -0.79919 -2.60819 -0.63003
36 N -1.13717 -1.43800 -1.20992
37 C -0.05782 -2.46978 0.67434
38 O 0.46677 -3.40761 1.22021
39 O 0.00598 -1.22353 1.07869
40 H -2.78715 -2.68945 -3.84726
41 H -2.05336 -4.83576 -2.81191
42 H -0.77682 -4.72554 -0.62826
43 Cl 2.26810 -2.46172 -1.60411
44 Si 1.73663 -0.47479 -1.33071
45 Cl 1.06647 -0.13700 -3.34455
46 Cl 3.41839 0.75632 -1.46930

These are the natural (NBO) partial charges, in e, on atoms 1 to 5: atom 1 (Fe): 0.86, atom 2 (N): -0.87, atom 3 (C): -0.23, atom 4 (C): -0.24, atom 5 (N): -0.43



3.
Here is a cluster of 5 separate species, C8H7BrCl12NO2 in total from the Open Molecules 2025 dataset. Energies are from ωB97M-V/def2-TZVPD.

Net charge: -1
LUMO level (eV): 1.95
Orbital gap (eV): 6.9

Geometry (Å):
1 C 0.39736 -0.64010 2.80205
2 C 1.18475 -0.79314 1.62049
3 C 1.94480 -0.53294 0.15419
4 N 3.47136 -0.57490 0.29170
5 Br 1.39316 1.25883 -0.64894
6 C 1.55743 -1.74062 -0.90382
7 O 1.49215 -2.99120 -0.43972
8 O 1.27477 -1.33881 -2.31597
9 H -0.40313 -0.34226 3.63578
10 H 3.68624 -0.78339 1.29566
11 H 3.77564 0.40335 0.02684
12 C -0.98381 4.00557 1.54599
13 Cl -0.45056 2.32583 1.72931
14 Cl 0.20614 5.11599 2.24645
15 Cl -1.26101 4.38730 -0.16190
16 H -1.92743 4.12798 2.08380
17 C -0.11857 -3.94014 -4.50767
18 Cl -1.38408 -3.39993 -5.62398
19 Cl -0.83472 -4.69968 -3.07593
20 Cl 0.98885 -5.06092 -5.31819
21 H 0.45194 -3.06562 -4.18458
22 C -4.88698 -3.18653 -4.04020
23 Cl -5.74193 -3.52351 -5.55512
24 Cl -5.73900 -1.94346 -3.10826
25 Cl -4.70826 -4.66755 -3.08411
26 H -3.88969 -2.81133 -4.28367
27 C 2.16670 4.86023 6.05741
28 Cl 2.15977 3.41850 5.02743
29 Cl 2.86795 6.23891 5.19304
30 Cl 0.52558 5.23998 6.60693
31 H 2.78457 4.65355 6.93500

These are the natural (NBO) partial charges, in e, on atoms 1 to 5: atom 1 (C): -0.35, atom 2 (C): -0.02, atom 3 (C): -0.01, atom 4 (N): -0.83, atom 5 (Br): 0.00



4.
Here is a cluster of 12 separate species, C16H48O14S in total from the Open Molecules 2025 dataset. Energies are from ωB97M-V/def2-TZVPD.

Net charge: 0
LUMO level (eV): -1.74
Orbital gap (eV): 8.1

Geometry (Å):
1 C -0.88078 -1.99032 -4.12641
2 C 0.07095 -1.02738 -3.28421
3 C -0.35462 -0.07184 -2.32448
4 S -2.03364 0.38026 -1.69792
5 C 0.90535 0.68564 -1.71406
6 O 0.80302 1.65947 -0.92548
7 O 2.09416 0.07653 -2.24603
8 C 1.65561 -0.87363 -3.24900
9 O 2.40177 -1.55059 -4.00366
10 H -0.60347 -1.83986 -5.23859
11 H -0.67466 -3.10784 -3.91883
12 H -1.97954 -1.70556 -4.01095
13 H -1.99162 -0.04297 -0.35439
14 C 3.86386 1.39918 -5.85757
15 O 2.56270 0.96388 -5.48355
16 H 3.85483 1.66775 -6.91400
17 H 4.14453 2.27309 -5.26452
18 H 4.58219 0.59196 -5.69554
19 H 2.59880 0.73305 -4.54563
20 C 2.28362 2.60645 2.13142
21 O 2.55053 3.33735 0.94583
22 H 2.53761 3.22523 2.99298
23 H 1.22222 2.34800 2.17156
24 H 2.89071 1.69737 2.14747
25 H 2.31650 2.76563 0.20032
26 C -1.10807 3.12283 3.85787
27 O -0.89781 1.78438 4.28311
28 H -1.77234 3.11875 2.99322
29 H -1.56915 3.69619 4.66609
30 H -0.15267 3.57306 3.57827
31 H -0.30727 1.81846 5.04828
32 C -5.22937 0.02497 -3.70093
33 O -3.88079 0.20070 -4.11033
34 H -5.26980 0.03062 -2.61125
35 H -5.84191 0.84212 -4.08951
36 H -5.60557 -0.93187 -4.07142
37 H -3.87260 0.19200 -5.07662
38 C -1.12195 -1.20987 6.43369
39 O 0.22615 -1.05099 6.01474
40 H -1.15769 -1.20076 7.52350
41 H -1.72606 -0.38646 6.04509
42 H -1.50965 -2.16388 6.06702
43 H 0.22699 -1.06268 5.04865
44 C 2.48454 -3.99709 -6.55080
45 O 3.63642 -3.44347 -5.93770
46 H 2.79977 -4.70716 -7.31599
47 H 1.88163 -4.51757 -5.80135
48 H 1.89620 -3.20175 -7.01655
49 H 3.32918 -2.81977 -5.26607
50 C 0.47845 3.13179 -7.75287
51 O 1.35612 2.02607 -7.88971
52 H 0.29640 3.56283 -8.73790
53 H -0.46987 2.79785 -7.32384
54 H 0.93586 3.88646 -7.10676
55 H 1.49939 1.66430 -7.00284
56 C 0.16868 -5.08900 7.45208
57 O 0.69947 -3.86912 7.94420
58 H -0.03094 -5.75203 8.29504
59 H -0.76452 -4.89422 6.91541
60 H 0.89176 -5.56241 6.78336
61 H 0.86682 -3.30131 7.17846
62 C -2.98106 -4.83332 10.42771
63 O -3.07391 -4.32310 9.10641
64 H -3.93351 -4.67430 10.93386
65 H -2.76364 -5.90412 10.39531
66 H -2.19123 -4.30839 10.97111
67 H -2.22043 -4.47582 8.68139
68 C -2.60515 5.92037 -8.04209
69 O -3.02827 4.63357 -7.61648
70 H -2.54645 5.92916 -9.13067
71 H -3.32593 6.67321 -7.71297
72 H -1.61902 6.14093 -7.62530
73 H -3.07167 4.65296 -6.65197
74 C 3.15781 0.83620 8.11182
75 O 2.22172 0.54636 7.08491
76 H 3.90425 1.52945 7.72278
77 H 2.64440 1.29682 8.96001
78 H 3.65217 -0.08509 8.43095
79 H 1.57351 -0.06772 7.45285

These are the Mulliken partial charges, in e, on atoms 1 to 5: atom 1 (C): -0.84, atom 2 (C): 0.64, atom 3 (C): -0.18, atom 4 (S): -0.19, atom 5 (C): 0.62



5.
Here is the molecule C5H13N from the Open Molecules 2025 dataset. Energies are from ωB97M-V/def2-TZVPD.

Net charge: 0
Relative energy (zero: lowest compared OMol25 entry of this formula, charge and spin) (kcal per mole): 16.4
LUMO level (eV): 1.23
Orbital gap (eV): 9.5

Geometry (Å):
1 C -1.97351 0.38569 -1.53057
2 N -0.67911 -0.18969 -1.33370
3 C 2.29936 0.02682 0.94195
4 C 1.23002 -0.64408 0.07105
5 C -0.00784 0.18286 -0.10241
6 C -0.90117 0.08563 1.12122
7 H -2.68352 0.01822 -0.79413
8 H -1.87334 1.46836 -1.41463
9 H -2.21813 0.28937 -2.57410
10 H -0.44667 -1.11606 -1.63657
11 H 1.84818 0.35149 1.87968
12 H 3.02717 -0.73057 1.18433
13 H 2.72425 0.88847 0.42354
14 H 0.96915 -1.59620 0.54588
15 H 1.71300 -0.83888 -0.89180
16 H 0.25775 1.25447 -0.14595
17 H -1.76811 0.72860 0.97136
18 H -0.30915 0.37217 1.98366
19 H -1.20833 -0.93670 1.30116

These are the natural (NBO) partial charges, in e, on atoms 1 to 5: atom 1 (C): -0.41, atom 2 (N): -0.65, atom 3 (C): -0.60, atom 4 (C): -0.40, atom 5 (C): -0.04



6.
Here is the molecule C6H12O3 from the Open Molecules 2025 dataset. Energies are from ωB97M-V/def2-TZVPD.

Net charge: 0
Relative energy (zero: lowest compared OMol25 entry of this formula, charge and spin) (kcal per mole): 59.9
LUMO level (eV): 0.87
Orbital gap (eV): 10.1

Geometry (Å):
1 C -0.42356 0.46078 -0.28543
2 C 2.98537 -0.50631 0.50460
3 C -2.88532 0.25097 -0.26310
4 C -0.17085 0.43535 -1.78188
5 C 0.53269 -0.36105 0.51712
6 C 0.37199 -1.16347 1.55198
7 O 1.83281 0.20132 0.13257
8 O -1.65285 -0.35230 0.05645
9 O -0.50873 1.77894 0.14037
10 H -0.54254 1.79913 1.10520
11 H 3.10781 -0.52188 1.59450
12 H 2.97011 -1.53766 0.13169
13 H 3.83515 0.02261 0.07032
14 H -3.02376 0.38734 -1.34230
15 H -3.69583 -0.37980 0.10298
16 H -2.98595 1.22999 0.21847
17 H 0.83133 0.81073 -1.96680
18 H -0.90957 1.06293 -2.27357
19 H -0.24651 -0.58367 -2.15060
20 H -0.62237 -1.41706 1.87008
21 H 1.20058 -1.61690 2.06736

These are the natural (NBO) partial charges, in e, on atoms 1 to 5: atom 1 (C): 0.47, atom 2 (C): -0.25, atom 3 (C): -0.25, atom 4 (C): -0.64, atom 5 (C): 0.28



no.,DFT total energy (hartree)
1,-3919.9116
2,-6401.9554
3,-8610.4051
4,-2089.7011
5,-253.0369
6,-461.4704